(1)
{"formula": "C4H12", "method": "the ωB97M-V functional and the def2-TZVPD basis", "e_above_lowest_ev": 0.555, "energy_ha": -159.5646, "gap_ev": 12.68, "multiplicity": 1, "smiles": "CC.CC", "e_homo_ev": -11.552, "e_lumo_ev": 1.13, "species": ["C", "C", "H", "H", "H", "H", "H", "H", "C", "C", "H", "H", "H", "H", "H", "H"], "xyz": [[1.514, 1.167, -1.346], [0.180, 1.831, -1.753], [2.286, 1.126, -2.110], [1.858, 1.876, -0.596], [1.315, 0.168, -1.083], [0.234, 2.773, -2.278], [-0.293, 1.180, -2.498], [-0.461, 1.808, -0.875], [-0.452, -2.116, 1.239], [-1.194, -0.892, 1.789], [0.474, -1.837, 0.734], [-0.101, -2.662, 2.101], [-1.098, -2.686, 0.579], [-2.092, -0.515, 1.309], [-0.556, -0.041, 2.024], [-1.613, -1.181, 2.762]], "lowdin_charge": [-0.157, -0.167, 0.059, 0.062, 0.033, 0.056, 0.057, 0.057, -0.157, -0.178, 0.049, 0.055, 0.062, 0.055, 0.057, 0.057]}


(2)
{"formula": "C4H12", "method": "the ωB97M-V functional and the def2-TZVPD basis", "e_above_lowest_ev": 0.516, "energy_ha": -159.5660, "gap_ev": 12.63, "multiplicity": 1, "smiles": "CC.CC", "e_homo_ev": -11.483, "e_lumo_ev": 1.15, "species": ["C", "C", "H", "H", "H", "H", "H", "H", "C", "C", "H", "H", "H", "H", "H", "H"], "xyz": [[1.584, 0.312, 1.134], [1.946, -0.574, 2.335], [0.595, 0.745, 1.314], [2.189, 1.180, 0.873], [1.367, -0.343, 0.279], [3.017, -0.507, 2.495], [1.552, -1.565, 2.134], [1.508, -0.207, 3.273], [-1.891, 0.102, -1.023], [-1.465, 0.185, -2.498], [-1.048, -0.065, -0.336], [-2.461, 0.961, -0.636], [-2.623, -0.685, -0.847], [-0.383, 0.262, -2.603], [-1.825, -0.774, -2.932], [-2.060, 0.973, -2.962]], "lowdin_charge": [-0.181, -0.163, 0.049, 0.063, 0.055, 0.056, 0.061, 0.062, -0.180, -0.159, 0.037, 0.062, 0.055, 0.058, 0.067, 0.059]}


(3)
{"formula": "C4H12", "method": "the ωB97M-V functional and the def2-TZVPD basis", "e_above_lowest_ev": 0.371, "energy_ha": -159.5713, "gap_ev": 12.61, "multiplicity": 1, "smiles": "CC.CC", "e_homo_ev": -11.515, "e_lumo_ev": 1.10, "species": ["C", "C", "H", "H", "H", "H", "H", "H", "C", "C", "H", "H", "H", "H", "H", "H"], "xyz": [[-0.843, -0.822, 1.720], [-2.308, -0.694, 2.150], [-0.841, -1.077, 0.656], [-0.404, 0.181, 1.605], [-0.208, -1.379, 2.395], [-2.632, -1.591, 2.684], [-2.439, 0.132, 2.850], [-3.020, -0.602, 1.335], [2.032, 0.387, -1.386], [1.180, 1.109, -2.431], [3.089, 0.620, -1.341], [1.512, 0.542, -0.445], [2.046, -0.678, -1.641], [0.162, 0.723, -2.514], [1.594, 0.977, -3.434], [1.081, 2.171, -2.202]], "lowdin_charge": [-0.173, -0.175, 0.058, 0.054, 0.061, 0.058, 0.058, 0.058, -0.167, -0.177, 0.058, 0.048, 0.062, 0.059, 0.059, 0.059]}


(4)
{"formula": "C4H12", "method": "the ωB97M-V functional and the def2-TZVPD basis", "e_above_lowest_ev": 0.085, "energy_ha": -159.5818, "gap_ev": 12.94, "multiplicity": 1, "smiles": "CC.CC", "e_homo_ev": -11.840, "e_lumo_ev": 1.10, "species": ["C", "C", "H", "H", "H", "H", "H", "H", "C", "C", "H", "H", "H", "H", "H", "H"], "xyz": [[-2.548, -1.280, -1.820], [-1.292, -1.453, -0.952], [-2.288, -1.358, -2.876], [-3.294, -2.043, -1.565], [-3.012, -0.312, -1.629], [-0.546, -0.709, -1.253], [-1.509, -1.300, 0.102], [-0.833, -2.427, -1.121], [1.263, 1.706, 1.580], [2.568, 0.981, 1.186], [1.015, 1.556, 2.633], [1.344, 2.787, 1.450], [0.461, 1.377, 0.927], [3.435, 1.508, 1.601], [2.667, 0.978, 0.107], [2.568, -0.012, 1.629]], "lowdin_charge": [-0.174, -0.177, 0.060, 0.061, 0.058, 0.056, 0.057, 0.059, -0.169, -0.166, 0.060, 0.058, 0.046, 0.059, 0.056, 0.057]}


(5)
{"formula": "C4H12", "method": "the ωB97M-V functional and the def2-TZVPD basis", "e_above_lowest_ev": 1.213, "energy_ha": -159.5404, "gap_ev": 12.30, "multiplicity": 1, "smiles": "CC.CC", "e_homo_ev": -11.186, "e_lumo_ev": 1.12, "species": ["C", "C", "H", "H", "H", "H", "H", "H", "C", "C", "H", "H", "H", "H", "H", "H"], "xyz": [[-1.724, -1.127, 0.807], [-2.213, -0.803, -0.690], [-2.416, -0.917, 1.564], [-1.111, -2.044, 0.873], [-1.137, -0.234, 0.909], [-2.834, -1.569, -1.148], [-1.349, -0.554, -1.324], [-2.848, 0.057, -0.651], [2.491, 1.349, -0.353], [1.414, 0.468, 0.213], [2.890, 2.101, 0.321], [3.343, 0.724, -0.749], [1.963, 1.947, -1.087], [0.785, 0.277, -0.621], [1.877, -0.519, 0.748], [0.868, 0.843, 1.187]], "lowdin_charge": [-0.129, -0.140, 0.033, 0.075, 0.010, 0.047, 0.048, 0.044, -0.200, -0.216, 0.056, 0.086, 0.057, 0.023, 0.113, 0.093]}


(6)
{"formula": "C4H12", "method": "the ωB97M-V functional and the def2-TZVPD basis", "e_above_lowest_ev": 0.942, "energy_ha": -159.5503, "gap_ev": 12.89, "multiplicity": 1, "smiles": "CC.CC", "e_homo_ev": -11.743, "e_lumo_ev": 1.15, "species": ["C", "C", "H", "H", "H", "H", "H", "H", "C", "C", "H", "H", "H", "H", "H", "H"], "xyz": [[-1.047, -0.915, -1.346], [-2.060, -2.077, -0.724], [-0.037, -1.225, -1.248], [-1.312, -0.609, -2.313], [-1.077, 0.099, -0.823], [-2.153, -2.840, -1.424], [-1.649, -2.556, 0.211], [-3.037, -1.628, -0.467], [1.275, 0.784, 0.724], [1.878, 2.126, 1.411], [0.805, 1.134, -0.194], [2.016, 0.145, 0.367], [0.574, 0.143, 1.296], [2.502, 1.979, 2.186], [1.020, 2.721, 1.739], [2.302, 2.717, 0.606]], "lowdin_charge": [-0.129, -0.114, 0.029, 0.024, 0.059, 0.012, 0.066, 0.054, -0.142, -0.112, 0.038, 0.024, 0.069, 0.005, 0.059, 0.057]}